# 1
Molecular formula: C22H24F2MoN7O4SSi
Method: DFT, ωB97M-V with the def2-TZVPD basis set

```
62
Properties=species:S:1:pos:R:3:forces:R:3:mulliken_charge:R:1
Mo -0.1783 0.3335 1.0877 -0.32 -0.19 0.29 0.36
N -0.5388 2.3534 5.0540 -0.04 -0.08 0.01 -0.38
C -0.5951 1.5906 3.9600 0.01 0.14 0.09 0.72
S 0.3683 2.1231 2.5941 0.03 0.01 -0.06 -0.45
N -1.3672 0.5308 3.9940 0.04 0.01 0.07 -1.79
N -1.3154 -0.1676 2.8437 0.06 -0.43 -0.24 1.37
C -1.8527 -1.3370 2.7981 -0.17 0.35 0.16 -0.58
C -1.8078 -2.1250 1.5728 -0.13 -0.17 -0.14 0.92
C -2.4086 -3.3728 1.4961 0.09 0.11 -0.10 -0.90
C -2.3469 -4.0685 0.2951 -0.02 0.01 0.04 -0.52
C -1.6905 -3.5064 -0.7862 0.02 0.03 -0.03 -0.84
C -1.1024 -2.2598 -0.6335 -0.02 -0.06 -0.07 -0.67
N -1.1623 -1.5888 0.5125 0.02 0.29 0.33 0.75
H 0.0486 3.1666 5.0901 0.01 -0.01 -0.02 0.21
H -1.0468 2.0690 5.8751 -0.01 0.02 0.00 0.24
H -2.3671 -1.7206 3.6721 0.08 -0.02 0.05 0.45
H -2.9130 -3.7851 2.3583 -0.01 0.01 0.01 0.53
H -2.8130 -5.0405 0.2069 0.00 -0.01 0.00 0.45
H -1.6199 -4.0170 -1.7355 0.00 0.00 0.00 0.52
H -0.5673 -1.7826 -1.4449 0.00 0.01 0.01 0.68
C 2.5160 1.9124 -0.2750 -0.03 0.10 0.03 -0.91
Si 0.9157 2.4812 -1.0376 -0.04 0.16 0.07 0.30
C 1.0491 2.1172 -2.8739 0.10 -0.05 0.11 -1.23
C 0.6479 4.2856 -0.5908 -0.05 -0.12 -0.08 -1.10
N -0.5181 1.5234 -0.3867 0.10 0.10 -0.07 0.25
C -1.7995 1.9032 -0.8631 -0.07 -0.05 -0.06 0.54
C -2.0153 2.7952 -1.9192 -0.08 -0.04 -0.05 -0.28
C -3.2957 3.1362 -2.3269 0.05 0.02 -0.01 -1.15
C -4.4107 2.6237 -1.6857 -0.08 -0.03 0.02 -0.51
C -4.2378 1.7777 -0.6018 0.07 0.01 -0.01 -1.00
C -2.9549 1.4567 -0.2313 -0.03 0.08 0.03 0.79
F -2.7837 0.6917 0.8894 0.10 -0.03 0.00 -0.02
H 3.2418 2.6214 -0.6891 0.04 -0.02 0.02 0.50
H 2.8339 0.9168 -0.5667 0.02 -0.04 -0.07 0.01
H 2.5933 1.9865 0.8104 -0.05 0.04 -0.01 0.32
H 2.0659 2.3589 -3.1935 0.02 0.02 0.03 0.39
H 0.3694 2.6645 -3.5220 0.01 0.02 0.00 0.42
H 0.9036 1.0514 -3.0672 -0.01 -0.01 0.03 0.30
H 1.5881 4.7160 -0.2415 0.01 -0.02 -0.01 0.42
H -0.0799 4.3908 0.2164 0.00 -0.03 0.00 0.33
H 0.3027 4.8931 -1.4278 -0.02 -0.02 -0.02 0.38
H -1.1858 3.2452 -2.4365 0.04 -0.04 0.01 0.12
H -3.4172 3.8218 -3.1542 0.01 0.00 0.00 0.43
H -5.4067 2.8922 -2.0081 0.01 0.01 0.00 0.41
H -5.0702 1.3817 -0.0372 0.00 -0.01 0.01 0.49
F 1.0445 -4.5133 -2.3309 -0.03 -0.03 -0.01 -0.39
C 1.9404 -3.6514 -1.8458 0.03 0.10 0.09 0.26
C 2.1670 -3.5509 -0.5360 -0.03 0.00 -0.18 0.07
N 3.0945 -2.6641 -0.0245 0.02 -0.01 0.05 0.08
C 3.0098 -2.3252 1.3791 -0.07 0.07 0.21 -1.34
C 1.8438 -1.3875 1.6532 0.06 -0.14 -0.15 1.07
O 1.2602 -1.3149 2.7204 -0.09 0.02 0.02 -0.66
O 1.4521 -0.6766 0.6257 0.30 0.01 -0.37 -0.33
C 3.7983 -1.7951 -0.8452 0.05 0.01 -0.04 0.36
O 4.5377 -0.9418 -0.4142 -0.01 0.00 0.00 -0.59
N 3.5814 -1.9806 -2.1969 0.01 0.07 0.04 -0.03
C 2.6506 -2.8110 -2.8153 0.02 -0.20 -0.01 0.32
O 2.4802 -2.8231 -4.0066 -0.03 0.06 0.01 -0.59
H 1.6376 -4.1655 0.1801 0.01 -0.02 0.00 0.42
H 3.9316 -1.8384 1.6944 0.01 0.02 -0.06 0.41
H 2.8767 -3.2255 1.9761 0.01 0.00 0.01 0.43
H 4.1180 -1.3750 -2.8043 -0.01 -0.02 0.00 0.24
```
Positions in Å, forces in eV/Å.

## Properties
Charge: +1
Relative energy (zero: lowest compared OMol25 entry of this formula, charge and spin) in kJ/mol: 0.0
Spin multiplicity: 3
LUMO level (spin up / spin down) in eV: -4.23 / -4.20



# 2
Molecular formula: C28H52Br2ClN6O2P
Method: DFT, ωB97M-V with the def2-TZVPD basis set

```
92
Properties=species:S:1:pos:R:3:forces:R:3:mulliken_charge:R:1
C -1.0053 -2.8920 -0.0597 1.15 0.39 0.14 -0.75
C -0.6083 -2.5418 1.4292 -0.76 0.20 -1.08 0.31
Cl -1.2348 -3.9480 2.4614 0.35 0.71 -0.31 -0.22
C -1.3093 -1.2143 1.8959 0.33 -0.20 -0.65 -0.87
C -1.0717 -0.0032 0.8953 -1.27 -0.60 1.33 -0.05
O 0.3091 0.3528 0.8763 -0.83 0.34 -0.91 -0.28
C 0.6096 1.4134 -0.0279 1.37 0.76 -0.58 1.80
C 0.4129 0.9815 -1.5586 0.00 0.00 0.59 -0.36
C 1.0943 1.9664 -2.5827 0.57 0.09 -0.04 -0.07
C 0.6475 1.7640 -4.1129 1.10 -0.41 0.44 -1.13
N -0.4395 0.7909 -4.3329 0.08 0.93 0.00 -0.67
C 2.1638 1.7252 0.2084 -1.11 -0.03 1.66 -2.07
N 3.0236 0.5127 0.1314 2.67 1.26 -0.35 0.71
C 4.0424 0.5811 -0.9588 0.60 -0.24 -1.25 -1.10
C 3.8333 -0.4396 -2.1543 0.22 -0.49 -0.15 -1.00
C 3.0335 -1.7516 -1.7997 -0.06 -0.20 -0.50 0.23
C 2.2968 -2.3952 -3.0766 0.33 0.21 1.28 -0.80
N 2.3930 -3.8704 -2.9003 -0.47 1.33 -0.90 0.26
C 1.3428 -4.6254 -2.4265 1.17 -3.91 0.32 0.04
C 1.7876 -6.0269 -2.3306 1.87 3.67 -1.16 -0.79
C 3.1995 -5.9523 -2.8104 -0.19 1.03 0.01 -0.49
C 3.5689 -4.5794 -3.1709 -2.77 -3.32 1.53 -0.41
P 3.9046 0.4625 1.6748 -1.59 -0.51 2.42 -0.01
N 4.9324 1.8965 1.7743 0.46 -1.07 -1.59 -0.56
O 4.9087 -0.9364 1.6828 -0.07 1.45 -0.96 -0.50
C -0.1370 2.7904 0.3120 -0.04 -0.15 -1.43 -1.26
Br -0.2841 3.1143 2.2559 1.20 -0.60 -0.47 -0.03
C -1.5386 2.9818 -0.4427 0.07 0.89 0.62 0.37
C -1.4892 3.9335 -1.7038 0.67 0.00 0.41 -0.95
Br -2.8334 3.8603 0.8349 4.27 0.05 -1.44 0.06
H -0.2161 -2.4248 -0.7243 -0.85 -0.40 0.57 -0.10
H -0.9346 -3.9998 -0.1990 -0.35 1.03 -0.01 0.53
H -1.9904 -2.4482 -0.3579 0.72 -0.75 0.41 0.19
H 0.5081 -2.5281 1.5140 -1.08 0.00 0.20 0.24
H -0.9748 -0.9794 2.9383 -0.45 0.07 -0.95 0.09
H -2.4232 -1.4045 1.8716 1.16 0.18 0.28 0.43
H -1.5067 -0.2798 -0.1054 0.74 0.20 0.69 0.05
H -1.7354 0.8268 1.2970 0.94 -0.64 -0.43 0.09
H 0.9071 -0.0237 -1.6485 -0.45 0.82 0.13 -0.63
H -0.6841 0.8053 -1.7608 1.23 0.38 0.07 0.67
H 0.9883 3.0466 -2.2607 -0.14 -1.21 -0.41 0.45
H 2.2106 1.7799 -2.5664 -1.26 0.21 0.16 -0.20
H 0.4401 2.7761 -4.5464 -0.23 -1.05 0.21 0.27
H 1.5441 1.3612 -4.6775 -0.96 0.53 0.59 0.43
H -1.2703 1.1225 -3.8363 0.26 -0.52 -0.24 0.33
H -0.1741 -0.1397 -3.9987 -0.23 0.57 -0.03 0.34
H 2.2070 2.0778 1.2903 -0.22 -0.23 -1.14 0.68
H 2.5230 2.5953 -0.4034 -0.29 -1.01 0.31 0.30
H 5.0633 0.3650 -0.5219 -1.04 0.04 -0.48 0.70
H 4.1392 1.6112 -1.4268 -0.26 -0.94 0.70 0.27
H 4.8702 -0.7765 -2.4674 -1.12 0.42 0.21 0.44
H 3.4005 0.0400 -3.0865 0.23 -0.31 1.20 0.31
H 2.2383 -1.6288 -1.0190 0.88 0.27 -0.54 -0.27
H 3.7570 -2.5153 -1.3854 -0.84 0.79 -0.50 0.69
H 1.2077 -2.0882 -3.0750 1.17 -0.48 -0.04 0.21
H 2.7367 -2.0490 -4.0474 -0.20 -0.57 0.83 0.31
H 0.3161 -4.3394 -2.1183 1.23 0.60 -0.59 0.31
H 1.1899 -6.8821 -1.9545 0.73 0.81 -0.45 0.37
H 3.9167 -6.8047 -2.8688 -0.82 0.86 0.03 0.35
H 4.5254 -4.1590 -3.5421 -1.16 -0.20 0.38 0.35
H 5.2912 2.1833 0.8524 -0.01 0.03 0.42 0.25
H 5.7616 1.7029 2.3465 -0.45 0.19 -0.01 0.29
H 5.7175 -0.7439 2.1922 -0.40 -0.13 -0.34 0.28
H 0.5441 3.6034 -0.0797 -0.81 -0.78 0.64 0.49
H -2.0462 2.0171 -0.7171 0.61 0.98 0.56 0.35
H -1.4034 3.3518 -2.6684 -0.18 0.66 0.99 0.07
H -2.3786 4.6145 -1.6981 0.73 -0.86 -0.25 0.38
H -0.5802 4.5964 -1.6028 -0.92 -0.61 -0.24 0.27
C 0.7958 -2.6070 7.8275 0.02 -0.04 0.08 -1.19
C 0.7278 -3.4786 6.5778 0.08 0.02 0.32 -0.63
C 0.3577 -2.6890 5.3194 -0.57 0.03 0.27 0.04
C -0.9881 -2.0641 5.4917 0.57 -0.14 -0.34 0.31
N -2.0215 -1.5790 5.6330 0.24 -0.14 0.01 -0.57
H -0.1731 -2.1588 8.0582 0.04 0.02 -0.08 0.36
H 1.0905 -3.2052 8.6922 0.02 0.05 -0.04 0.35
H 1.5266 -1.8031 7.7054 -0.05 -0.02 0.02 0.29
H -0.0017 -4.2767 6.7411 0.04 0.02 -0.13 0.32
H 1.6986 -3.9570 6.4244 -0.07 0.01 -0.12 0.35
H 0.3357 -3.3540 4.4516 -0.13 0.21 0.09 0.12
H 1.0948 -1.9053 5.1273 -0.12 0.06 0.01 0.30
C -7.3496 5.4607 -1.5966 0.00 0.03 -0.06 -1.05
C -7.7619 3.9937 -1.5380 -0.03 0.25 -0.20 -0.42
C -7.5796 3.3791 -0.1470 0.62 0.05 -0.26 -0.45
C -6.1487 3.4426 0.2576 -0.45 -0.15 0.03 0.30
N -5.0372 3.4903 0.5713 -5.65 -0.61 0.06 -0.49
H -6.2877 5.5893 -1.3748 -0.05 -0.03 0.06 0.28
H -7.5231 5.8641 -2.5960 -0.02 0.00 0.07 0.32
H -7.9246 6.0583 -0.8844 0.05 -0.01 -0.04 0.30
H -7.1767 3.4307 -2.2705 -0.07 -0.07 0.10 0.28
H -8.8115 3.9069 -1.8305 0.04 -0.10 0.07 0.31
H -7.8999 2.3353 -0.1521 0.10 0.03 0.12 0.28
H -8.1814 3.9143 0.5908 0.12 -0.02 0.03 0.27
```
Positions in Å, forces in eV/Å.

## Properties
LUMO level in eV: 0.48



Number 1: maximum force 0.50 eV/A. Number 2: maximum force 5.68 eV/A.